a | Below is a structure of composition C3H12N4, with properties calculated with ωB97M-V/def2-TZVPD.

Atoms and positions in Å:
C1 -0.26974 -0.52823 -2.10919
N1 0.22170 -0.78658 -0.75268
N2 1.27912 -1.73071 -0.63798
H1 0.44131 0.36592 -0.07003
H2 1.04110 -2.59064 -1.12930
H3 2.11183 -1.33781 -1.06686
H4 -0.62019 -1.44386 -2.59721
H5 -1.09545 0.17836 -2.03789
H6 0.53056 -0.08537 -2.70480
C2 0.60042 1.59952 0.57336
C3 -0.98824 0.30430 1.97160
N3 -1.57713 -0.53296 1.24962
N4 -0.67266 0.76063 3.06551
H7 -0.56687 -1.06863 -0.11939
H8 -2.56081 -0.66735 1.44489
H9 -0.13456 1.60320 3.16014
H10 -0.17242 2.34063 0.76696
H11 1.06979 1.95663 -0.35296
H12 1.36225 1.66295 1.34621

Results
Frontier orbital gap (Eh): 0.3208
HOMO level (eV): -7.91


b | Below is a cluster of 2 separate species, C3H12N4 in total, with properties calculated with ωB97M-V/def2-TZVPD.

Atoms and positions in Å:
C1 -0.52229 -0.01620 -0.45136
C2 1.80894 -1.52087 1.80386
C3 1.83604 -2.58077 0.71399
N1 -1.81976 2.13407 -0.52121
N2 -0.70790 1.26612 -1.05950
N3 0.41377 1.03330 -0.36970
N4 -2.50812 2.66482 -1.61226
H1 -1.36529 2.81974 0.10301
H2 -0.76858 1.35893 -2.08645
H3 1.35447 -0.60525 1.43030
H4 -3.51181 2.61083 -1.45369
H5 -2.24851 3.61428 -1.85999
H6 -0.35441 -0.86218 -1.12442
H7 -1.19817 -0.22603 0.37847
H8 1.24558 -1.87300 2.66959
H9 2.82084 -1.28940 2.13035
H10 2.33860 -2.19103 -0.17430
H11 2.36247 -3.47266 1.05028
H12 0.82412 -2.86472 0.43302

Results
Frontier orbital gap (Eh): 0.3204
HOMO level (eV): -7.78


Name the most stable of them. a.


a | Below is a structure of composition C6H7NO, with properties calculated with ωB97M-V/def2-TZVPD.

Atoms and positions in Å:
C1 1.80777 -0.14510 0.05993
C2 0.90203 1.15184 0.04887
C3 -0.50166 0.63557 -0.19243
C4 -1.82701 1.00317 -0.12971
C5 -1.73687 -1.21206 -0.04839
C6 -0.40511 -0.78131 -0.25027
H1 2.04533 -0.42893 1.15993
H2 2.68618 0.03236 -0.68928
H3 1.15084 1.75109 -0.94439
H4 0.91095 1.73042 0.99961
H5 -2.19557 2.05745 -0.33005
H6 -2.22852 -2.30612 0.55315
H7 1.22922 -2.10153 0.00290
N1 0.80444 -1.28642 -0.27657
O1 -2.64201 -0.10045 0.03670

Results
Frontier orbital gap (Eh): 0.3109
HOMO level (eV): -7.52


b | Below is an isolated molecule of C6H7NO, with properties calculated with ωB97M-V/def2-TZVPD.

Atoms and positions in Å:
O1 3.04072 -0.57041 -0.10187
C1 1.91618 -0.14903 0.07443
C2 1.46600 1.29533 0.00826
C3 0.12344 1.37416 0.03086
C4 -0.49040 -0.00276 -0.01084
C5 -1.77927 -0.29893 -0.68357
N1 -1.73033 0.03512 0.74912
C6 0.64039 -1.02415 0.19111
H1 2.16785 2.10997 0.12705
H2 -0.34370 2.33856 0.01279
H3 -2.04364 -1.34154 -0.95190
H4 -2.25494 0.45816 -1.34412
H5 -1.93325 -0.87170 1.24749
H6 0.57885 -1.48418 1.20009
H7 0.64209 -1.86860 -0.54890

Results
Frontier orbital gap (Eh): 0.3744
SMILES: O=C1C=C[C@@]2(CN2)C1
HOMO level (eV): -9.65


c | Below is an isolated molecule of C6H7NO, with properties calculated with ωB97M-V/def2-TZVPD.

Atoms and positions in Å:
N1 -2.76696 0.32653 -0.92276
C1 -1.56758 0.24663 -0.58702
C2 -0.27047 -0.11940 0.26919
O1 -0.99487 -0.75661 1.21447
C3 0.44588 1.11453 0.57705
C4 1.70604 1.03050 0.05972
C5 2.19374 -0.37305 -0.49888
C6 0.80898 -1.09620 -0.33419
H1 -1.89753 -0.41969 1.46400
H2 -0.15200 2.00769 0.93483
H3 2.41379 1.98614 -0.00459
H4 2.28612 -0.31658 -1.65169
H5 3.15577 -0.81532 0.03736
H6 0.86703 -1.97876 0.44754
H7 0.75502 -1.51441 -1.39910

Results
Frontier orbital gap (Eh): 0.4006
SMILES: N#C[C@]1(O)C=CCC1
HOMO level (eV): -10.24


d | Below is an isolated molecule of C6H7NO, with properties calculated with ωB97M-V/def2-TZVPD.

Atoms and positions in Å:
C1 -2.19308 -0.40652 -0.20885
C2 -0.79031 -0.07843 0.02350
C3 -0.23324 1.16987 0.09429
C4 1.21700 0.77461 0.14298
C5 1.22463 -0.22614 -0.79668
C6 0.52568 -0.93835 0.38640
H1 -2.54004 -1.46249 -0.81914
H2 -0.61740 2.21745 -0.05481
H3 1.97833 1.69799 -0.15186
H4 0.33857 -0.10563 -1.59825
H5 2.25953 -0.66177 -1.32657
H6 0.09185 -2.02039 0.35676
H7 0.65842 0.09685 2.16288
N1 1.25953 -0.32131 1.29251
O1 -3.17948 0.26428 0.49684

Results
Frontier orbital gap (Eh): 0.3201
HOMO level (eV): -9.20


Name the most stable of them. b.